Record 1
{"formula": "C5H12O", "method": "ωB97M-V with the def2-TZVPD basis set", "species": ["C", "C", "C", "C", "C", "O", "H", "H", "H", "H", "H", "H", "H", "H", "H", "H", "H", "H"], "positions_angstrom": [[-1.4307, 1.3461, -0.1936], [-0.5974, 0.1805, 0.3445], [-1.2017, -1.1567, -0.0998], [0.8686, 0.3310, -0.0838], [1.8243, -0.5627, 0.7001], [0.9264, 0.0500, -1.4760], [-1.1277, 2.2996, 0.2550], [-1.2997, 1.4229, -1.2787], [-2.4968, 1.1991, 0.0120], [-0.6043, 0.2221, 1.4432], [-0.4868, -1.9818, -0.0311], [-2.0672, -1.4148, 0.5194], [-1.5352, -1.1026, -1.1406], [1.1600, 1.3814, 0.0935], [2.8570, -0.4175, 0.3585], [1.5748, -1.6207, 0.5704], [1.7937, -0.3243, 1.7693], [1.8426, 0.1482, -1.7623]], "forces_ev_per_angstrom": [[-0.011, 0.048, -0.014], [-0.003, 0.015, 0.062], [-0.009, -0.090, -0.023], [-0.059, 0.070, 0.344], [0.033, -0.060, 0.009], [0.251, 0.032, -0.179], [-0.026, -0.139, -0.063], [-0.054, -0.018, 0.142], [0.149, 0.014, -0.011], [0.019, -0.003, -0.149], [-0.092, 0.097, 0.034], [0.083, 0.081, -0.096], [0.089, 0.000, 0.116], [-0.057, -0.145, -0.049], [-0.147, -0.008, 0.037], [0.023, 0.149, 0.013], [-0.016, -0.018, -0.160], [-0.173, -0.026, -0.013]], "e_tot_ha": -272.9439, "lumo_energy_ha": 0.0341, "orbital_gap_ha": 0.4093, "relative_energy_ev": 0.1308, "smiles": "CC(C)[C@@H](C)O"}


Record 2
{"formula": "C5H12O", "method": "ωB97M-V with the def2-TZVPD basis set", "species": ["C", "C", "C", "C", "O", "C", "H", "H", "H", "H", "H", "H", "H", "H", "H", "H", "H", "H"], "positions_angstrom": [[1.7216, 1.0325, -0.7324], [1.3267, -0.3723, -0.2983], [-0.1761, -0.4642, -0.0790], [-0.6450, -1.8491, 0.3530], [-0.5116, 0.4903, 0.9218], [-1.6777, 1.2176, 0.6436], [1.2181, 1.3025, -1.6665], [1.4182, 1.7477, 0.0350], [2.7963, 1.1424, -0.8937], [1.8285, -0.6218, 0.6439], [1.6250, -1.1139, -1.0495], [-0.6724, -0.2029, -1.0304], [-0.3637, -2.6048, -0.3904], [-1.7355, -1.8848, 0.4773], [-0.1810, -2.1038, 1.3124], [-1.8536, 1.8896, 1.4861], [-1.5542, 1.8224, -0.2676], [-2.5635, 0.5725, 0.5348]], "forces_ev_per_angstrom": [[0.025, 0.128, -0.066], [0.051, -0.022, 0.026], [-0.042, -0.233, -0.139], [0.015, -0.043, 0.022], [-0.043, -0.076, -0.005], [-0.239, 0.200, 0.033], [0.041, 0.004, 0.055], [0.054, -0.012, -0.106], [-0.061, -0.100, 0.033], [-0.028, -0.069, -0.099], [-0.018, 0.063, 0.131], [0.028, 0.090, 0.192], [-0.041, 0.118, 0.130], [0.243, 0.061, -0.023], [-0.071, -0.010, -0.151], [0.030, -0.055, -0.076], [-0.100, -0.097, 0.090], [0.156, 0.053, -0.049]], "e_tot_ha": -272.9280, "lumo_energy_ha": 0.0430, "orbital_gap_ha": 0.3985, "relative_energy_ev": 0.5630, "smiles": "CC[C@@H](C)OC"}


Record 3
{"formula": "C5H12O", "method": "ωB97M-V with the def2-TZVPD basis set", "species": ["C", "C", "C", "C", "C", "O", "H", "H", "H", "H", "H", "H", "H", "H", "H", "H", "H", "H"], "positions_angstrom": [[1.4551, 1.3265, 0.4266], [0.2926, 0.3166, 0.4971], [-1.0382, 0.9892, 0.9315], [0.1097, -0.4836, -0.8336], [-0.0742, -1.9853, -0.5969], [-0.9449, 0.0358, -1.6362], [2.4419, 0.8472, 0.4963], [1.4321, 1.8964, -0.5082], [1.3979, 2.0391, 1.2584], [0.5801, -0.4084, 1.2726], [-1.5234, 0.4391, 1.7431], [-0.8543, 2.0120, 1.2713], [-1.7755, 1.0861, 0.1283], [0.9933, -0.3316, -1.4640], [-0.4926, -2.4477, -1.4992], [-0.7428, -2.1743, 0.2553], [0.8825, -2.4751, -0.3785], [-1.7738, -0.3697, -1.3512]], "forces_ev_per_angstrom": [[-0.055, 0.071, -0.081], [-0.089, 0.028, 0.055], [0.045, 0.025, 0.127], [0.253, -0.041, 0.066], [-0.024, 0.049, 0.012], [-0.140, -0.194, -0.178], [-0.295, -0.058, -0.128], [-0.067, 0.009, 0.099], [-0.009, -0.127, -0.144], [-0.174, 0.086, -0.147], [0.099, 0.093, -0.020], [0.006, -0.151, 0.145], [0.331, -0.057, 0.078], [-0.003, -0.040, 0.178], [0.104, 0.029, 0.193], [0.039, 0.036, -0.220], [-0.163, 0.145, 0.020], [0.143, 0.098, -0.055]], "e_tot_ha": -272.9302, "lumo_energy_ha": 0.0368, "orbital_gap_ha": 0.4098, "relative_energy_ev": 0.5030, "smiles": "CC(C)[C@@H](C)O"}